Version a
Density functional theory data (ωB97M-V/def2-TZVPD) for the ion C5H16N3 with charge +2.

CARTESIAN COORDINATES (ANGSTROEM)
C  -2.606  0.411  2.405
H  1.979  -1.768  -1.601
H  1.152  0.325  -2.171
H  -2.148  1.424  2.623
H  -0.207  -1.203  -0.485
H  -1.976  -0.278  -1.547
H  -1.600  -1.256  1.695
H  -0.731  1.433  1.111
H  -0.999  0.773  -2.311
N  3.541  -0.414  -1.272
H  -2.739  -0.185  3.379
N  -1.288  0.483  -1.382
C  -0.585  0.379  1.003
C  2.236  -0.945  -0.921
H  -3.629  0.924  2.211
H  3.925  -0.409  -2.192
H  -1.793  1.288  -0.954
C  -0.102  -0.050  -0.501
H  4.223  -0.651  -0.707
C  1.238  0.202  -1.082
H  2.203  -1.422  0.128
N  -1.864  -0.331  1.344
H  0.136  0.163  1.791
H  1.631  1.105  -0.565

- multiplicity = 2
- charge = +2
- expectation value of S² = 0.755
- E_HOMO (spin up / spin down) (eV) = -15.7387 / -15.2809
- E_LUMO (spin up / spin down) (eV) = -7.09 / -12.74

Need the Mulliken charges? In units of e they are: -0.610, 0.313, 0.300, 0.306, 0.320, 0.397, 0.370, 0.576, 0.382, -0.442, 0.365, -0.277, -0.983, -0.665, 0.344, 0.208, 0.365, -0.098, 0.176, -0.497, 0.407, 0.008, 0.456, 0.278

***

Version b
Density functional theory data (ωB97M-V/def2-TZVPD) for a cluster of 2 separate species, C5H16N3 in total.

CARTESIAN COORDINATES (ANGSTROEM)
N  1.214  -1.505  0.531
C  1.578  -0.178  0.804
H  0.495  -0.192  2.531
H  -0.184  0.186  -1.914
N  1.082  0.426  2.007
H  -1.731  -0.978  0.259
C  0.705  1.784  2.113
H  -0.983  -1.904  -2.801
H  0.574  -1.912  1.256
C  -1.509  -0.004  -0.222
H  -0.909  0.622  0.393
H  0.410  2.036  3.178
H  -2.422  -1.181  -3.078
H  2.668  1.446  0.188
H  -2.072  -2.082  -1.551
N  2.374  0.535  -0.034
H  2.445  0.272  -1.051
C  -1.260  -0.035  -1.678
H  0.038  2.226  1.301
H  1.599  2.513  2.141
C  -1.706  -1.324  -2.258
H  -1.763  0.803  -2.180
H  -2.329  0.555  0.108
H  1.684  -2.110  -0.042

- multiplicity = 2
- charge = +2
- expectation value of S² = 0.753
- E_HOMO (spin up / spin down) (eV) = -18.2501 / -18.1731
- E_LUMO (spin up / spin down) (eV) = -6.90 / -14.07

Need the Mulliken charges? In units of e they are: -0.288, 0.534, 0.293, 0.247, -0.179, 0.465, -0.998, 0.384, 0.241, -0.758, -0.108, 0.357, 0.348, 0.233, 0.354, -0.344, 0.280, 0.212, 0.295, 0.339, -1.006, 0.417, 0.456, 0.227

***

The data favor version a; the next most stable structure lies 0.080 eV above it.

***

Version a
Density functional theory data (ωB97M-V/def2-TZVPD) for a cluster of 2 separate species, C5H13N2O in total.

CARTESIAN COORDINATES (ANGSTROEM)
C  1.674  -0.837  -0.073
C  0.871  0.225  -2.199
H  0.750  -1.398  1.265
C  -1.271  1.289  0.280
H  0.711  -2.378  2.724
H  2.562  -0.251  0.054
O  0.196  -1.782  2.165
H  1.652  -1.836  -0.456
C  0.262  1.215  0.158
H  0.784  0.988  1.142
H  -0.988  -0.791  -0.690
H  1.329  -0.719  -2.643
N  -0.430  -0.344  -1.453
H  -2.999  -0.008  0.585
N  -2.027  0.157  0.794
H  -1.585  1.482  -0.723
H  0.540  1.055  -2.909
H  -1.572  2.108  1.026
H  -1.728  -0.353  1.691
C  0.630  -0.030  -0.631
H  0.637  2.207  -0.107

- multiplicity = 2
- charge = +2
- expectation value of S² = 0.755
- E_HOMO (spin up / spin down) (eV) = -17.9312 / -17.9200
- E_LUMO (spin up / spin down) (eV) = -13.10 / -13.09

Need the Mulliken charges? In units of e they are: -0.958, -0.456, 0.282, -0.513, 0.354, 0.390, -0.513, 0.568, -0.730, 0.447, 0.359, 0.390, -0.226, 0.236, -0.465, 0.434, 0.355, 0.384, 0.250, 1.014, 0.398

***

Version b
Density functional theory data (ωB97M-V/def2-TZVPD) for the ion C5H13N2O with charge +2.

CARTESIAN COORDINATES (ANGSTROEM)
C  0.063  1.582  0.195
H  2.261  -2.615  0.791
H  -0.473  -1.396  0.802
H  2.285  -0.810  -0.458
H  0.986  -2.577  1.999
H  1.845  0.825  0.896
O  0.240  2.676  0.647
N  1.121  0.649  0.191
N  -2.108  2.439  -0.499
H  -0.031  -2.315  -0.694
H  0.919  -3.687  0.572
C  0.307  -1.682  0.109
H  -1.728  0.389  0.046
H  -0.992  0.916  -1.503
C  1.225  -0.604  -0.518
H  -2.723  2.463  -1.315
H  -1.521  3.281  -0.483
C  1.187  -2.705  0.950
H  -2.675  2.428  0.357
H  1.077  -0.456  -1.592
C  -1.263  1.200  -0.492

- multiplicity = 2
- charge = +2
- expectation value of S² = 0.763
- E_HOMO (spin up / spin down) (eV) = -19.6723 / -19.6977
- E_LUMO (spin up / spin down) (eV) = -7.89 / -12.90

Need the Mulliken charges? In units of e they are: 0.587, 0.336, 0.306, 0.466, 0.350, 0.384, -0.402, 0.060, -0.249, 0.342, 0.342, -0.183, 0.393, 0.430, -0.760, 0.375, 0.364, -1.127, 0.381, 0.386, -0.783

***

The data favor version b; the next most stable structure lies 8.400 eV above it.

***

Version a
Density functional theory data (ωB97M-V/def2-TZVPD) for a structure of composition C5H8ClN.

CARTESIAN COORDINATES (ANGSTROEM)
C  -0.734  1.324  0.692
H  -1.452  2.075  0.532
Cl  -2.611  -0.398  -0.501
H  -0.160  -1.550  1.524
C  -0.226  0.994  -0.709
C  -0.991  0.045  0.114
H  -0.954  1.473  -1.440
H  1.713  -1.797  -1.098
C  -0.212  -1.219  0.416
N  1.113  0.430  -0.929
C  1.244  -0.949  -0.323
H  2.075  -1.007  0.738
H  1.908  1.011  -0.569
H  -0.619  -2.132  0.010
H  -0.093  1.700  1.542

- multiplicity = 1
- E_HOMO (eV) = -8.9739
- E_LUMO (eV) = 0.96

Need the Mulliken charges? In units of e they are: -0.883, 0.322, -0.245, 0.275, -0.255, 0.931, 0.300, 0.265, -0.862, -0.487, -0.402, 0.166, 0.300, 0.339, 0.237

***

Version b
Density functional theory data (ωB97M-V/def2-TZVPD) for an isolated molecule of C5H8ClN.

CARTESIAN COORDINATES (ANGSTROEM)
C  -1.462  0.568  -1.265
H  -1.662  1.327  -2.076
N  -1.360  -0.936  -1.755
H  -0.489  0.792  1.744
C  -0.139  0.638  -0.422
C  -0.489  -0.747  0.294
H  0.817  -1.117  -1.231
H  0.735  0.441  -0.998
C  0.165  0.473  0.982
H  -1.512  -0.814  0.502
C  -0.290  -1.554  -1.019
H  -0.538  -2.678  -0.907
H  -2.241  0.722  -0.510
Cl  1.707  0.743  1.599
H  -1.312  -1.012  -2.852

- multiplicity = 1
- SMILES = ClC1[C@@H]2CNC[C@@H]12
- E_HOMO (eV) = -8.9227
- E_LUMO (eV) = 1.05

Need the Mulliken charges? In units of e they are: -0.605, 0.372, -0.422, 0.314, -0.363, -0.437, 0.132, 0.268, 0.285, 0.249, -0.364, 0.327, 0.188, -0.201, 0.257

***

The data favor version a; the next most stable structure lies 1.695 eV above it.

***

Version a
Density functional theory data (ωB97M-V/def2-TZVPD) for an isolated molecule of C3H8N2O2S.

CARTESIAN COORDINATES (ANGSTROEM)
C  2.770  -0.981  0.599
C  -0.777  0.031  -0.133
H  3.539  -1.119  1.352
O  2.707  1.644  0.863
C  -2.939  0.551  -0.816
H  0.843  1.408  -0.853
H  -3.431  1.430  -1.230
H  -1.815  -1.275  0.853
H  -3.160  -0.325  -1.433
N  0.904  0.478  -0.454
H  -3.295  0.380  0.206
H  3.215  -0.832  -0.377
N  -0.888  -0.925  0.642
S  1.791  0.518  1.025
O  -1.545  0.832  -0.833
H  2.081  -1.815  0.588

- multiplicity = 1
- E_HOMO (eV) = -8.6477
- E_LUMO (eV) = 0.57

Need the Mulliken charges? In units of e they are: -0.876, 0.638, 0.342, -0.615, -0.755, 0.287, 0.233, 0.228, 0.320, -0.447, 0.338, 0.305, -0.530, 0.530, -0.297, 0.298

***

Version b
Density functional theory data (ωB97M-V/def2-TZVPD) for an isolated molecule of C3H8N2O2S.

CARTESIAN COORDINATES (ANGSTROEM)
H  -2.918  -0.553  1.689
C  1.114  -0.088  -0.947
N  -1.653  -1.565  -0.383
C  2.124  1.044  -1.352
H  -1.037  -2.165  -0.906
N  0.239  0.339  0.062
H  3.155  0.982  -0.969
H  -2.044  0.982  1.090
C  -2.001  0.071  1.694
O  1.275  -1.146  -1.419
H  2.413  1.018  -2.393
H  -0.080  1.208  0.021
O  0.057  -1.633  1.579
S  -0.789  -0.903  0.693
H  -1.622  0.360  2.743
H  1.766  2.050  -1.202

- multiplicity = 1
- SMILES = CC(=O)N[S@@](C)(=N)=O
- E_HOMO (eV) = -9.6644
- E_LUMO (eV) = 0.47

Need the Mulliken charges? In units of e they are: 0.339, 0.589, -0.676, -1.048, 0.304, -0.298, 0.266, 0.300, -0.855, -0.476, 0.337, 0.311, -0.606, 0.922, 0.292, 0.300

***

The data favor version b; the next most stable structure lies 0.155 eV above it.

***

Version a
Density functional theory data (ωB97M-V/def2-TZVPD) for an isolated molecule of C3H8N2O2S.

CARTESIAN COORDINATES (ANGSTROEM)
S  -1.823  2.385  -1.276
H  -1.340  -0.820  -1.094
H  -0.924  -1.600  0.960
O  -1.763  -1.351  0.680
C  -0.534  0.627  0.152
H  2.905  -1.097  1.450
N  -0.881  1.990  0.248
H  2.461  -2.526  0.389
O  0.809  -1.107  0.276
C  -1.678  -0.271  -0.153
N  0.791  0.281  0.045
H  -0.018  2.483  0.628
H  -2.627  0.198  -0.351
C  2.275  -1.449  0.375
H  2.865  -0.854  -0.345
H  -0.517  3.111  -1.983

- multiplicity = 1
- SMILES = CO/N=C(\CO)NS
- E_HOMO (eV) = -8.8950
- E_LUMO (eV) = -0.01

Need the Mulliken charges? In units of e they are: -0.178, 0.279, 0.399, -0.545, 0.399, 0.224, -0.359, 0.271, -0.188, -0.334, -0.564, 0.341, 0.378, -0.576, 0.262, 0.191

***

Version b
Density functional theory data (ωB97M-V/def2-TZVPD) for an isolated molecule of C3H8N2O2S.

CARTESIAN COORDINATES (ANGSTROEM)
H  2.910  -0.600  -1.554
C  -1.181  -1.115  -0.010
H  2.456  1.666  -0.322
H  -2.728  1.962  0.013
H  2.932  -0.931  0.311
C  -2.163  -0.033  0.374
O  0.048  -0.633  -0.446
H  -1.373  1.443  -1.121
H  -1.009  -1.597  0.976
H  -1.531  -1.850  -0.777
H  -2.885  -0.209  1.234
C  -2.013  1.181  -0.253
N  2.938  -0.231  -0.502
N  1.965  0.743  -0.356
S  0.634  0.517  0.664
O  0.999  -0.313  1.770

- multiplicity = 1
- E_HOMO (eV) = -9.0745
- E_LUMO (eV) = 0.75

Need the Mulliken charges? In units of e they are: 0.257, -0.361, 0.256, 0.259, 0.280, -0.233, -0.286, 0.280, 0.277, 0.295, 0.270, -0.589, -0.574, -0.144, 0.587, -0.574

***

The data favor version b; the next most stable structure lies 2.104 eV above it.

***

Version a
Density functional theory data (ωB97M-V/def2-TZVPD) for the ion C3H9N3P with charge +1.

CARTESIAN COORDINATES (ANGSTROEM)
H  2.137  0.258  1.310
N  0.344  -1.330  -0.074
H  -1.230  -2.392  0.248
N  -1.859  -0.469  -0.239
P  -2.996  0.459  0.053
H  1.317  -0.258  -1.536
H  2.717  -1.132  0.261
C  2.402  -0.096  0.262
H  -4.215  0.557  -0.642
C  -0.901  -1.390  -0.005
N  0.214  1.032  -0.236
H  0.197  1.798  -0.898
C  1.056  -0.119  -0.514
H  -2.758  1.176  1.213
H  0.440  1.172  0.719
H  3.135  0.734  0.076

- multiplicity = 1
- charge = +1
- SMILES = C[C@H](N)/N=C\[N+]#[PH2]
- E_HOMO (spin up / spin down) (eV) = -13.3035 / -13.3078
- E_LUMO (spin up / spin down) (eV) = -6.71 / -6.71

Need the Mulliken charges? In units of e they are: 0.274, -0.368, 0.388, -0.106, 0.305, 0.434, 0.339, -1.105, 0.211, 0.027, -0.543, 0.232, 0.123, 0.194, 0.250, 0.344

***

Version b
Density functional theory data (ωB97M-V/def2-TZVPD) for a structure of composition C3H9N3P.

CARTESIAN COORDINATES (ANGSTROEM)
C  0.482  1.066  -0.710
H  1.852  0.092  0.421
P  -1.703  0.297  0.332
H  -1.339  -1.599  -1.316
H  -0.632  -2.298  0.692
C  0.951  0.609  0.651
N  0.102  -1.605  0.415
H  -1.555  2.672  0.839
H  0.128  2.068  -0.935
N  0.011  -0.424  1.209
H  1.075  0.851  -1.609
N  -0.695  0.149  -0.943
H  0.318  -1.404  -1.747
H  0.190  -0.543  2.227
H  1.190  1.304  1.445
C  -0.375  -1.235  -0.970

- multiplicity = 1
- charge = +1
- E_HOMO (spin up / spin down) (eV) = -13.7206 / -14.4817
- E_LUMO (spin up / spin down) (eV) = -4.92 / -5.62

Need the Mulliken charges? In units of e they are: -0.684, 0.338, 0.133, 0.396, 0.360, -0.301, -0.461, 0.070, 0.320, -0.069, 0.365, -0.052, 0.355, 0.342, 0.381, -0.493

***

The data favor version a; the next most stable structure lies 1.153 eV above it.